(1)
Below is a structure of composition C27H27BrN4O4Ti in a non-equilibrium geometry, with properties calculated with ωB97M-V/def2-TZVPD.

Element x y z (Å)
Ti (-0.29395, -0.54415, -0.30605)
O (0.12918, 3.20481, 2.05931)
C (0.07320, 2.62032, 3.26406)
C (0.45451, 3.38245, 4.37386)
C (0.46493, 2.82718, 5.63790)
C (0.09721, 1.49813, 5.83217)
C (-0.28843, 0.74526, 4.73796)
C (-0.32076, 1.28363, 3.45192)
C (-0.74799, 0.44492, 2.28898)
O (-0.78210, 1.01342, 1.12326)
N (-1.05865, -0.79570, 2.53676)
N (-1.37545, -1.40824, 1.31824)
C (-2.25436, -2.33508, 1.34568)
C (-2.85855, -2.85779, 0.14309)
C (-3.73352, -3.94604, 0.24264)
C (-4.47673, -4.38186, -0.83245)
C (-4.36996, -3.67914, -2.03956)
C (-3.53553, -2.59393, -2.16281)
C (-2.72104, -2.15909, -1.08793)
O (-1.94637, -1.13609, -1.25191)
H (-0.06274, 2.48217, 1.39765)
H (0.75686, 4.40761, 4.20127)
H (0.77412, 3.43282, 6.48310)
H (0.11555, 1.05847, 6.82128)
H (-0.58249, -0.29017, 4.84667)
H (-2.64562, -2.66438, 2.30899)
H (-3.81822, -4.45201, 1.19979)
H (-5.13383, -5.23799, -0.74423)
H (-4.95717, -3.99636, -2.89544)
H (-3.43762, -2.05203, -3.09487)
N (2.13713, -0.16369, -2.58107)
C (1.57527, 0.71035, -3.48307)
C (2.19996, 0.91802, -4.71740)
C (1.64563, 1.77233, -5.66080)
C (0.47446, 2.44067, -5.37698)
C (-0.18254, 2.25604, -4.13827)
C (-1.37543, 2.96024, -3.83557)
C (-1.97293, 2.72560, -2.58801)
C (-1.40928, 1.82728, -1.72088)
N (-0.26868, 1.11221, -1.94793)
C (0.35607, 1.35420, -3.17475)
H (1.92888, -0.07427, -1.59988)
H (3.04387, -0.53734, -2.79162)
H (3.12865, 0.39518, -4.92338)
H (2.14390, 1.91740, -6.61433)
H (0.03010, 3.12185, -6.09527)
H (-1.79260, 3.64786, -4.56143)
H (-2.88587, 3.22748, -2.28839)
H (-1.90472, 1.63694, -0.77685)
Br (0.55151, -3.11362, -1.07736)
C (2.27928, -1.90488, 2.10073)
C (2.60654, -0.76220, 1.13544)
C (3.69448, -1.21607, 0.15681)
C (3.07369, 0.47475, 1.90808)
O (1.45562, -0.42603, 0.42353)
H (3.15599, -2.17486, 2.69962)
H (1.94580, -2.77183, 1.52847)
H (1.47103, -1.60269, 2.76860)
H (4.56432, -1.60775, 0.69303)
H (4.02324, -0.37718, -0.46242)
H (3.28415, -1.99667, -0.48591)
H (4.05546, 0.31025, 2.36442)
H (2.36403, 0.72606, 2.69917)
H (3.13847, 1.32321, 1.22434)

Output
2S+1 = 3
maximum force = 0.0200 Eh/bohr
relative energy (zero: lowest compared OMol25 entry of this formula, charge and spin) = 25.0 kcal/mol
total charge = -2
orbital gap (spin up / spin down) = 3.73 / 6.01 eV

=====

(2)
Below is a cluster of 4 separate species, C27H27F2NO9 in total, with properties calculated with ωB97M-V/def2-TZVPD.

Element x y z (Å)
C (0.74658, -0.95093, 0.58498)
C (-0.33632, -1.81115, -0.02351)
F (-1.09568, -2.40830, 1.00241)
C (-1.34377, -1.05748, -0.90335)
C (-2.04966, -1.98219, -1.88494)
N (-1.11431, -2.63747, -2.79300)
O (-0.63553, -0.06024, -1.64780)
C (-1.14464, 1.16904, -1.40730)
O (-0.66750, 2.17928, -1.80260)
O (-2.26827, 1.07352, -0.67176)
C (-2.30970, -0.21445, -0.01991)
C (-3.76184, -0.61676, 0.11403)
C (-4.06354, -1.72952, 1.11671)
C (-3.63270, -1.41718, 2.53277)
F (-4.13678, -0.17159, 2.90516)
H (1.00727, -1.36272, 1.55620)
H (0.44504, 0.08786, 0.70802)
H (1.63711, -0.97935, -0.03957)
H (0.09634, -2.64953, -0.56768)
H (-2.73078, -1.37490, -2.48570)
H (-2.66688, -2.68093, -1.30370)
H (-1.61639, -2.94359, -3.61989)
H (-0.73907, -3.47491, -2.36291)
H (-1.86565, -0.07385, 0.96764)
H (-4.17611, -0.86760, -0.86275)
H (-4.28702, 0.27792, 0.45153)
H (-3.62743, -2.68376, 0.81570)
H (-5.14768, -1.86539, 1.12778)
H (-4.04333, -2.14975, 3.22786)
H (-2.55121, -1.37881, 2.64719)
C (1.97804, 1.40763, 5.34718)
C (2.12106, 2.61872, 5.87704)
C (2.18804, 3.83102, 5.01895)
O (2.33967, 4.93131, 5.50509)
C (2.07922, 3.64036, 3.55214)
C (1.93802, 2.42940, 3.02135)
C (1.87949, 1.21959, 3.87727)
O (1.76042, 0.11182, 3.39548)
H (1.93020, 0.50753, 5.94696)
H (2.19963, 2.78582, 6.94382)
H (2.13764, 4.53603, 2.94746)
H (1.87645, 2.26677, 1.95321)
C (-4.47870, -2.17825, -8.35139)
C (-3.61770, -2.86667, -7.60768)
C (-3.08560, -2.31239, -6.33891)
O (-2.30087, -2.94271, -5.66019)
C (-3.53916, -0.95949, -5.93308)
C (-4.39866, -0.26922, -6.67673)
C (-4.94008, -0.82546, -7.94426)
O (-5.72583, -0.19985, -8.62015)
H (-4.88476, -2.55900, -9.27978)
H (-3.26562, -3.85319, -7.88069)
H (-3.12333, -0.57213, -5.01110)
H (-4.74265, 0.72081, -6.40601)
C (6.38961, 1.19693, 1.76254)
C (7.46838, 0.76837, 2.41155)
C (7.97823, 1.47810, 3.61307)
O (8.96034, 1.08756, 4.20465)
C (7.23692, 2.68489, 4.06301)
C (6.15913, 3.11434, 3.41291)
C (5.65065, 2.40288, 2.21259)
O (4.65988, 2.78888, 1.63007)
H (5.99595, 0.69797, 0.88614)
H (8.02552, -0.10794, 2.10573)
H (7.62805, 3.18303, 4.94099)
H (5.60194, 3.99134, 3.71917)

Output
maximum force = 0.0065 Eh/bohr
SMILES = C[C@@H](F)[C@]1(CN)OC(=O)O[C@H]1CCCF.O=C1C=CC(=O)C=C1.O=C1C=CC(=O)C=C1.O=C1C=CC(=O)C=C1
orbital gap = 7.93 eV

=====

(3)
Below is a structure of composition C27H27N2O3PZr in a non-equilibrium geometry, with properties calculated with ωB97M-V/def2-TZVPD.

Element x y z (Å)
Zr (0.19767, 1.73857, -1.57023)
C (1.14772, 2.62667, -3.67719)
C (0.47921, 3.69017, -3.01824)
C (-0.89984, 3.40268, -3.01324)
C (-1.08575, 2.15041, -3.62971)
C (0.18238, 1.68239, -4.05903)
H (2.20133, 2.59735, -3.90948)
H (0.93998, 4.58931, -2.63919)
H (-1.67345, 4.04028, -2.61582)
H (-2.03754, 1.68450, -3.83921)
H (0.35096, 0.79282, -4.64543)
C (4.27899, 0.90553, -0.03454)
C (3.20389, 0.49514, -0.97966)
O (2.15866, 1.19346, -1.10544)
N (3.32211, -0.59609, -1.70692)
C (2.37428, -0.93056, -2.77457)
C (1.01414, -1.42322, -2.33499)
C (0.74301, -2.77585, -2.27964)
C (-0.54330, -3.21619, -1.99113)
C (-1.54342, -2.28479, -1.78381)
C (-1.19779, -0.95086, -1.84272)
N (0.04318, -0.51940, -2.09246)
H (3.86225, 1.54872, 0.73451)
H (5.03609, 1.46812, -0.58553)
H (4.75970, 0.03655, 0.41319)
H (4.14882, -1.16229, -1.58318)
H (2.84572, -1.70059, -3.38016)
H (2.25724, -0.04842, -3.40290)
H (1.53213, -3.48565, -2.48967)
H (-0.75980, -4.27570, -1.95064)
H (-2.56624, -2.56687, -1.58025)
H (-1.96200, -0.19265, -1.67899)
O (-1.33578, 2.28550, -0.32156)
C (-0.42577, 2.63580, 0.55572)
O (0.62680, 3.11215, 0.05362)
C (-0.47253, 2.05212, 1.91624)
P (-0.46031, 0.22226, 1.44218)
C (0.29975, -0.59293, 2.85228)
C (-0.29612, -0.58964, 4.11510)
C (0.33528, -1.21731, 5.17481)
C (1.55605, -1.85730, 4.97944)
C (2.14878, -1.87320, 3.72661)
C (1.51820, -1.23929, 2.66305)
C (-2.21276, -0.23497, 1.51872)
C (-2.46331, -1.60874, 1.61173)
C (-3.76277, -2.08601, 1.66901)
C (-4.82990, -1.19523, 1.62547)
C (-4.58952, 0.16658, 1.53120)
C (-3.28616, 0.64681, 1.47792)
H (-1.35431, 2.31321, 2.49757)
H (0.44393, 2.29742, 2.44591)
H (-1.25556, -0.10881, 4.26814)
H (-0.12528, -1.21291, 6.15347)
H (2.04096, -2.35011, 5.81159)
H (3.09234, -2.38085, 3.57827)
H (1.97463, -1.25748, 1.67848)
H (-1.63763, -2.31072, 1.67988)
H (-3.94306, -3.14871, 1.76541)
H (-5.84675, -1.56089, 1.67608)
H (-5.41496, 0.86550, 1.50813)
H (-3.13459, 1.71423, 1.39180)

Output
maximum force = 0.0273 Eh/bohr
relative energy (zero: lowest compared OMol25 entry of this formula, charge and spin) = 17.2 kcal/mol
total charge = +2
orbital gap = 7.30 eV

=====

(4)
Below is the molecule C27H27N3O2, with properties calculated with ωB97M-V/def2-TZVPD.

Element x y z (Å)
O (-3.28655, -2.18471, -0.87884)
C (-2.67273, -1.24025, -0.43455)
N (-2.86139, 0.04622, -0.78722)
C (-2.10018, 1.01439, -0.03664)
H (-2.77797, 1.67381, 0.51931)
C (-1.20579, 0.19245, 0.90435)
C (0.28618, 0.29493, 0.58294)
H (0.56827, 1.27395, 0.19976)
H (0.87606, 0.08108, 1.47555)
C (0.47260, -0.83204, -0.44803)
N (-0.36383, -1.92422, 0.03873)
C (0.21342, -2.81834, 1.04303)
C (-0.57177, -2.59715, 2.33842)
H (-0.11707, -1.80421, 2.93550)
H (-0.62988, -3.49751, 2.94613)
C (-1.93084, -2.14869, 1.81389)
H (-2.50546, -3.00677, 1.46155)
H (-2.52290, -1.59809, 2.54355)
C (-1.55645, -1.29385, 0.60581)
H (0.07485, -3.84666, 0.69204)
H (1.28353, -2.64179, 1.16624)
C (1.87861, -1.26444, -0.75958)
C (2.98339, -0.55493, -0.31721)
C (4.26645, -0.97798, -0.65194)
C (4.44677, -2.12876, -1.40907)
C (3.34140, -2.83582, -1.84654)
C (2.06591, -2.40341, -1.53765)
H (1.20006, -2.94760, -1.88012)
H (3.47942, -3.72676, -2.44024)
H (5.44952, -2.45001, -1.64231)
O (5.39248, -0.34537, -0.19177)
C (5.41148, 1.01602, -0.04293)
C (4.71574, 1.88253, -0.87993)
C (4.83520, 3.24888, -0.70319)
C (5.64711, 3.76170, 0.29394)
C (6.35266, 2.89762, 1.11499)
C (6.23759, 1.53048, 0.95203)
H (6.78205, 0.84364, 1.58116)
H (6.99436, 3.28984, 1.88982)
H (5.73471, 4.82939, 0.42590)
H (4.29324, 3.91650, -1.35685)
H (4.09538, 1.48449, -1.67000)
H (2.86723, 0.32860, 0.29214)
H (0.01280, -0.50458, -1.39473)
H (-1.40967, 0.45208, 1.94352)
H (-1.51280, 1.63690, -0.72232)
C (-3.88673, 0.46754, -1.71360)
C (-5.06888, 1.04308, -0.98143)
C (-5.40425, 2.38948, -1.05799)
N (-6.41169, 2.93260, -0.39773)
C (-7.14142, 2.15321, 0.38049)
C (-6.90021, 0.79534, 0.53720)
C (-5.84250, 0.23296, -0.15552)
H (-5.60983, -0.81865, -0.06733)
H (-7.52330, 0.19631, 1.18298)
H (-7.95376, 2.64311, 0.90096)
H (-4.83708, 3.06821, -1.68370)
H (-4.18630, -0.42849, -2.26591)
H (-3.46718, 1.20373, -2.40709)

Output
maximum force = 0.0109 Eh/bohr
relative energy (zero: lowest compared OMol25 entry of this formula, charge and spin) = 17.5 kcal/mol
SMILES = O=C1N(Cc2cccnc2)C[C@@H]2C[C@@H](c3cccc(Oc4ccccc4)c3)N3CCC[C@@]123
orbital gap = 9.04 eV

=====

(5)
Below is a structure of composition C27H27N5O2P2S2Sn in a non-equilibrium geometry, with properties calculated with ωB97M-V/def2-TZVPD.

Element x y z (Å)
Sn (1.47860, -2.21169, -1.32002)
S (0.89834, -1.48324, 2.51964)
P (-0.15775, -0.32652, 1.32654)
C (0.02872, -0.13104, -0.37535)
P (1.40175, 0.83887, -0.69889)
S (3.18090, 0.02258, -1.14726)
C (0.96700, 1.76624, -2.20517)
C (1.93321, 2.58678, -2.77212)
C (1.64169, 3.33811, -3.89298)
C (0.37858, 3.26293, -4.46194)
C (-0.58027, 2.42646, -3.91247)
C (-0.28974, 1.68246, -2.78216)
C (1.82080, 2.24553, 0.38425)
C (2.79719, 2.07982, 1.35679)
C (3.10585, 3.11738, 2.21216)
C (2.43644, 4.32748, 2.11120)
C (1.45246, 4.49207, 1.14895)
C (1.13957, 3.45452, 0.29256)
C (-1.88727, -0.90835, 1.47834)
C (-2.55826, -1.45141, 0.39327)
C (-3.85806, -1.90329, 0.53981)
C (-4.49442, -1.82298, 1.76970)
C (-3.81506, -1.30796, 2.86377)
C (-2.51766, -0.85743, 2.71757)
C (-0.44209, 1.27873, 2.18007)
C (-1.36666, 2.14284, 1.60697)
C (-1.66291, 3.34597, 2.21308)
C (-1.03278, 3.69718, 3.39836)
C (-0.09936, 2.84608, 3.96313)
C (0.19607, 1.63684, 3.35778)
H (2.91623, 2.61168, -2.31809)
H (2.40038, 3.98207, -4.32628)
H (0.14833, 3.85124, -5.34378)
H (-1.55959, 2.36423, -4.37180)
H (-1.02172, 1.03009, -2.32480)
H (3.31461, 1.13084, 1.41202)
H (3.87782, 2.98693, 2.95944)
H (2.68284, 5.14008, 2.78439)
H (0.92535, 5.43512, 1.06284)
H (0.36782, 3.56514, -0.46047)
H (-2.04779, -1.50478, -0.56083)
H (-4.39014, -2.31751, -0.30874)
H (-5.52004, -2.16357, 1.87596)
H (-4.30405, -1.25457, 3.83056)
H (-1.97686, -0.45726, 3.56594)
H (-1.83535, 1.84657, 0.67628)
H (-2.38136, 4.02208, 1.76502)
H (-1.27744, 4.63443, 3.88515)
H (0.39682, 3.13143, 4.88365)
H (0.91165, 0.94834, 3.79068)
N (0.65408, -5.33983, 1.06350)
N (-0.03196, -6.03407, 0.04183)
C (0.23350, -5.73477, -1.28140)
N (-0.62038, -6.23082, -2.23715)
N (1.29357, -5.02150, -1.52096)
N (1.80613, -4.88971, -2.73631)
O (1.46056, -5.63883, -3.68709)
O (2.66013, -4.00438, -2.86248)
H (0.35300, -4.35869, 1.11829)
H (1.63026, -5.29596, 0.77042)
H (-1.01400, -6.13263, 0.27299)
H (-1.13723, -7.05988, -1.98631)
H (-0.12976, -6.24684, -3.13938)
C (0.46961, -1.80722, -3.13154)
H (0.38025, -2.56268, -3.90518)
H (0.26983, -0.80973, -3.52195)

Output
maximum force = 0.0400 Eh/bohr
relative energy (zero: lowest compared OMol25 entry of this formula, charge and spin) = 73.0 kcal/mol
total charge = -2
orbital gap = 4.15 eV

=====

(6)
Below is a structure of composition C27H28BIrN4O4PS in a non-equilibrium geometry, with properties calculated with ωB97M-V/def2-TZVPD.

Element x y z (Å)
Ir (-0.35254, -0.31018, 0.19533)
O (2.17154, 3.23965, -0.52909)
C (1.66168, 2.16018, -0.79821)
O (0.87759, 1.46948, -0.08545)
C (1.96363, 1.58116, -2.20556)
P (1.71973, -0.20852, -2.49596)
C (2.49914, -1.09478, -1.09214)
C (3.32632, -0.46504, -0.16108)
C (3.88782, -1.19526, 0.87601)
C (3.69279, -2.56418, 0.96024)
C (2.96184, -3.21409, -0.02339)
C (2.37625, -2.48565, -1.04474)
C (-0.08837, -0.48966, -2.23909)
C (-0.62470, -1.70661, -2.67825)
C (-1.99070, -1.92983, -2.68490)
C (-2.86646, -0.92676, -2.28539)
C (-2.36549, 0.29605, -1.88129)
C (-0.98616, 0.52204, -1.84623)
H (2.98526, 1.84547, -2.47903)
H (1.31019, 2.12848, -2.88990)
H (3.53237, 0.59335, -0.24091)
H (4.49152, -0.70012, 1.62634)
H (4.13043, -3.12556, 1.77454)
H (2.86448, -4.29144, -0.00383)
H (1.83347, -2.99594, -1.83036)
H (0.04081, -2.46895, -3.06377)
H (-2.38309, -2.87273, -3.04214)
H (-3.93495, -1.08394, -2.33711)
H (-3.04190, 1.10081, -1.62043)
H (-0.63792, 1.51905, -1.62364)
S (0.66749, -0.14927, 2.48879)
C (0.93181, 1.54666, 2.58488)
N (-0.01472, 2.45976, 2.72750)
C (0.53613, 3.79637, 2.94709)
C (2.04749, 3.56131, 2.77943)
N (2.12505, 2.09947, 2.73036)
H (-0.99596, 2.27426, 2.61067)
H (0.27642, 4.13993, 3.95008)
H (0.14975, 4.51019, 2.22182)
H (2.63698, 3.94699, 3.60942)
H (2.41216, 3.97713, 1.84154)
H (2.97992, 1.61792, 2.51179)
C (-1.99418, -2.57160, 2.44860)
C (-1.45547, -3.13648, 1.18694)
N (-0.72424, -2.52112, 0.27027)
C (-0.52736, -3.41871, -0.75453)
C (-1.13612, -4.58861, -0.44788)
N (-1.71161, -4.39452, 0.78593)
H (-1.45977, -1.66261, 2.70978)
H (-1.91401, -3.29448, 3.25873)
H (-3.04786, -2.32256, 2.31106)
H (0.02637, -3.16565, -1.63477)
H (-1.20865, -5.51367, -0.98850)
H (-2.25271, -5.06844, 1.30075)
O (-3.43188, -0.57586, 0.01893)
B (-2.38433, 0.28534, 0.32969)
O (-2.86417, 1.58456, 0.42275)
C (-4.20184, 1.53024, 0.12123)
C (-5.11760, 2.55538, 0.02576)
C (-6.41265, 2.20137, -0.33268)
C (-6.76306, 0.87707, -0.57556)
C (-5.83441, -0.15262, -0.47731)
C (-4.54994, 0.20445, -0.12644)
H (-4.82729, 3.57997, 0.21049)
H (-7.16489, 2.97137, -0.43039)
H (-7.78110, 0.64280, -0.85375)
H (-6.09821, -1.18077, -0.68150)

Output
maximum force = 0.0569 Eh/bohr
relative energy (zero: lowest compared OMol25 entry of this formula, charge and spin) = 112.4 kcal/mol
total charge = +1
orbital gap = 7.21 eV